# 1
The following is a quantum chemistry calculation of a molecular structure, C24H28ClGeN4RuS, from OMol25.

```
! RIJCOSX wB97M-V def2-TZVPD def2/J DEFGRID3
* xyz 0 6
Ru 0.04754 0.36143 0.17820
N -0.86616 -2.63695 3.35154
C -0.75142 -1.91215 2.18825
S 0.01257 -0.32050 2.38698
N -1.14253 -2.42454 1.08080
N -0.90227 -1.60995 0.01193
C -1.18553 -2.02154 -1.21982
C -1.83969 -3.31968 -1.51155
C -1.24643 -4.22112 -2.39119
C -1.86043 -5.43052 -2.68586
C -3.07920 -5.74877 -2.10385
C -3.67510 -4.85561 -1.22232
C -3.05728 -3.65238 -0.92204
C -0.84688 -1.10806 -2.23623
C -1.21244 -1.23408 -3.60402
C -0.90788 -0.25873 -4.49925
C -0.20330 0.90790 -4.07430
C 0.11586 1.01097 -2.75902
N -0.19515 0.05750 -1.84323
H -0.90270 -2.12149 4.21373
H -1.46994 -3.44094 3.29048
H -0.29029 -3.97621 -2.83843
H -1.38441 -6.12374 -3.36723
H -3.56062 -6.69068 -2.33304
H -4.62732 -5.09448 -0.76617
H -3.52062 -2.96034 -0.23169
H -1.75972 -2.11454 -3.90968
H -1.20855 -0.36464 -5.53325
H 0.07241 1.69334 -4.76148
H 0.64605 1.87471 -2.37547
Cl -6.04486 -1.75437 -0.09412
C -4.73194 -0.62139 0.04014
C -4.25019 -0.27879 1.29663
C -3.19396 0.60343 1.40149
C -2.58562 1.15716 0.26045
C -1.41248 2.02114 0.35698
C -3.12905 0.81785 -0.99051
C -4.18263 -0.06844 -1.10675
H -4.70358 -0.70678 2.18042
H -2.80429 0.85781 2.37938
H -1.25272 2.52438 1.30555
H -1.23976 2.66642 -0.50201
H -2.69151 1.24152 -1.88763
H -4.57592 -0.33728 -2.07786
C 2.30930 3.21116 -0.45020
Ge 2.94158 1.72797 0.66532
C 4.88527 1.66584 0.53610
C 2.46261 2.12536 2.51436
C 2.11851 0.07009 0.02160
H 2.68244 4.15937 -0.06011
H 1.21824 3.26288 -0.45809
H 2.66097 3.10346 -1.47805
H 5.30602 2.61074 0.88377
H 5.19916 1.50273 -0.49523
H 5.28640 0.85972 1.15096
H 3.05714 2.97341 2.85795
H 2.65837 1.27236 3.16422
H 1.40808 2.39090 2.60894
H 2.42521 -0.78812 0.61924
H 2.38360 -0.09925 -1.02401
*
```

gap between HOMO and LUMO (spin up / spin down) = 5.77 / 6.30 eV
F_max = 0.41 eV/A


# 2
The following is a quantum chemistry calculation of a single C4H8O2 molecule, from OMol25.

```
! RIJCOSX wB97M-V def2-TZVPD def2/J DEFGRID3
* xyz 0 1
O 2.12485 0.69874 0.37975
C 0.85544 0.17767 0.60546
C -0.38621 0.93525 0.15365
C -1.01740 -0.53049 0.01879
O -1.88328 -0.57046 -1.08382
C 0.39303 -1.09141 -0.12483
H 2.21375 0.82331 -0.57352
H 0.73954 0.03144 1.67995
H -0.20232 1.43147 -0.82885
H -0.80277 1.71414 0.80781
H -1.53559 -0.86757 0.92542
H -1.81164 0.38612 -1.09196
H 0.67509 -1.08051 -1.18683
H 0.63751 -2.05770 0.31898
*
```

gap between HOMO and LUMO = 11.08 eV
F_max = 2.41 eV/A
SMILES = O[C@H]1C[C@@H](O)C1


- Among the records above, which one has the highest F_max?
  C4H8O2


- What is the F_max in the first record?
  0.41 eV/A